No. 1
Computed, not measured: C4H4AlO2 as an isolated structure, with ωB97M-V with the def2-TZVPD basis set.

The geometry in XYZ format:
```
11
Properties=species:S:1:pos:R:3:forces:R:3:mulliken_charge:R:1
H -2.6763 0.7451 1.6930 -0.7 1.4 -1.2 0.228
O 2.2363 -0.2048 -0.6227 -0.4 0.4 0.4 -0.332
C 0.8870 -0.7093 -0.4015 -0.4 -1.6 -0.1 -0.323
C 0.1674 0.4412 0.2945 -3.4 -2.8 1.2 0.256
C -1.0663 0.3063 0.7732 4.9 1.1 -4.5 0.059
C -2.3036 0.7993 0.5969 -6.1 -2.6 2.0 0.061
O -3.1735 0.6185 -0.3485 3.4 1.3 2.0 -0.382
Al 1.7075 1.4154 0.2258 2.4 2.2 -0.1 0.348
H 2.8267 -0.8335 -1.0444 0.4 0.0 -0.1 0.403
H 0.9499 -1.6204 0.2130 -0.1 0.4 -0.1 0.334
H 0.4450 -0.9579 -1.3793 0.0 0.3 0.4 0.348
```
Positions in Å, forces in eV/Å.

Calculated values
* spin multiplicity: 1
* ΔE to the lowest compared entry with this formula, charge and spin: 24.1 kcal per mole
* E: -547.2658 a.u.
* total charge: +1
* LUMO level (alpha / beta): -6.775 / -6.157 eV
* HOMO level (alpha / beta): -13.43 / -13.55 eV


No. 2
Computed, not measured: a 7-piece molecular cluster, C26H69N3O10 overall, with ωB97M-V with the def2-TZVPD basis set.

The geometry in XYZ format:
```
108
Properties=species:S:1:pos:R:3:forces:R:3:mulliken_charge:R:1
C 3.1749 -2.4694 -5.6721 0.1 -2.0 -2.3 -0.890
O 2.8773 -3.5045 -4.8380 -2.0 -1.9 0.9 -0.410
C 3.2490 -3.3611 -3.5219 0.9 -2.9 2.1 -0.821
C 2.6508 -2.2352 -2.7935 0.2 0.9 -0.5 -0.133
N 3.1721 -2.0246 -1.4719 -0.3 1.3 1.7 -0.370
C 2.9004 -0.6354 -1.0223 -1.8 0.1 0.7 0.472
C 3.7646 -0.2603 0.1600 -7.1 1.4 3.0 -0.695
O 4.9976 -0.4299 0.0601 8.6 -2.2 -1.3 -0.460
C 5.7096 0.6234 -0.4915 2.8 0.5 2.6 -0.717
H 3.3241 -2.9496 -6.6373 0.5 -0.1 -0.3 0.251
H 4.0891 -2.1175 -5.3622 2.1 2.0 0.4 0.467
H 2.4031 -1.8193 -5.9476 -1.3 1.7 0.7 0.273
H 4.3408 -3.2582 -3.4778 0.3 0.2 0.1 0.433
H 3.0668 -4.3040 -2.9091 -0.1 0.6 -1.3 0.245
H 1.5616 -2.1926 -2.8445 0.0 -0.3 0.3 0.056
H 3.0036 -1.4695 -3.4245 -0.1 2.1 -0.8 0.732
H 4.1819 -2.0137 -1.3551 0.1 -1.0 -0.8 0.364
H 1.8362 -0.5539 -0.6164 1.2 0.1 -0.9 -0.799
H 3.0709 0.0639 -1.8293 -0.2 0.2 -0.5 0.505
H 3.4353 -0.9162 0.9683 -0.4 -0.3 0.3 0.460
H 3.6752 0.7727 0.6203 -1.4 -0.5 -1.0 0.245
H 5.6039 0.7192 -1.5093 -0.4 0.1 -2.6 0.354
H 6.8359 0.4351 -0.2875 -1.9 0.4 -0.2 0.237
H 5.3973 1.5845 -0.0277 0.2 -0.4 -0.1 0.294
C -4.1324 0.3935 0.8852 1.7 1.1 -1.2 -0.696
O -2.9895 0.1522 1.7198 -1.5 1.8 -1.5 0.047
C -2.9455 -1.1076 2.2317 -1.1 -1.7 1.3 -0.322
C -1.5891 -1.1662 2.9153 0.4 -0.5 -2.2 -0.144
N -1.2793 -2.3013 3.7035 -0.9 -1.7 2.0 -0.264
C -1.2104 -3.5376 2.8928 1.4 0.5 0.9 0.093
C -0.8289 -4.7423 3.7827 1.3 7.7 4.0 -0.944
O -0.6415 -5.7872 3.1437 -1.2 -5.6 -6.5 -0.165
C -0.5619 -6.9243 3.8577 1.9 0.4 2.6 -0.887
H -4.0335 1.4423 0.5080 -0.3 -0.7 0.7 -0.006
H -5.0967 0.2350 1.3336 -0.3 -0.2 0.6 0.404
H -4.0317 -0.1878 -0.0391 -0.2 -0.4 0.2 0.304
H -3.1242 -1.9098 1.4555 0.4 0.7 0.5 0.325
H -3.7788 -1.2374 2.9943 0.7 -0.1 -0.5 0.318
H -1.4178 -0.2449 3.3929 -0.2 1.1 1.3 0.491
H -0.8677 -1.0452 2.0532 -0.3 -0.7 0.9 -0.685
H -1.9146 -2.4495 4.5779 1.3 0.6 -2.3 0.323
H -0.4299 -3.3400 2.1351 -0.2 -0.3 0.3 -0.113
H -2.1163 -3.7562 2.3622 -0.8 -0.3 -0.3 0.198
H -1.5541 -4.7987 4.5848 -0.7 -0.2 0.6 0.394
H 0.1803 -4.5700 4.2944 -0.9 1.0 0.2 0.342
H 0.4611 -6.8305 4.3538 -1.3 -0.5 0.7 0.376
H -0.3794 -7.6846 3.1988 -0.2 -2.3 -1.7 0.305
H -1.4314 -7.0963 4.5328 0.7 0.1 -0.2 0.278
C -1.0214 3.2505 -3.7186 1.0 -1.0 -1.3 -0.745
O -1.7635 2.8782 -2.5943 -0.3 -1.2 -1.0 -0.569
C -1.4750 3.7231 -1.5713 2.0 0.5 0.4 -0.805
C -2.3513 3.5116 -0.4063 -0.3 1.1 -0.4 0.964
N -1.8545 4.4133 0.6045 -0.1 1.2 -0.3 -0.454
C -2.6740 4.5697 1.7973 -1.8 -2.3 -2.5 -0.476
C -4.1609 4.9170 1.6280 4.0 -2.1 -8.5 -0.668
O -4.7506 5.2466 2.6555 -4.7 3.1 8.2 -0.323
C -5.8051 6.1773 2.4256 -0.1 0.0 2.7 -0.791
H 0.0825 3.4411 -3.5757 -1.1 -0.1 0.5 0.169
H -1.4613 4.1232 -4.2020 0.0 0.1 -0.1 0.379
H -1.0514 2.3616 -4.3627 -0.1 0.5 -0.3 0.322
H -1.5472 4.7221 -1.9802 -0.1 0.9 0.3 0.626
H -0.4274 3.5570 -1.2848 0.0 0.3 0.2 0.082
H -2.2273 2.4896 -0.0772 -0.6 -0.4 0.1 -1.285
H -3.3197 3.8536 -0.7900 -0.6 -0.9 0.5 0.753
H -1.6533 5.2995 0.1352 -0.1 -0.1 0.5 0.258
H -2.1890 5.2649 2.3580 1.2 1.6 2.4 0.706
H -2.7336 3.5472 2.1001 0.5 -0.6 1.7 -0.089
H -4.7068 4.0951 1.1416 0.3 -0.5 -0.5 0.225
H -4.2071 5.7156 0.8887 0.2 0.5 -0.8 0.380
H -6.6789 5.8268 1.9249 -0.4 -1.1 -0.8 0.331
H -5.4276 7.0072 1.8681 0.3 0.8 -0.2 0.393
H -6.1835 6.4602 3.4398 0.5 0.1 -0.9 0.245
C 3.7283 3.1503 -2.2823 1.3 1.4 -1.2 -1.659
C 2.4930 2.7810 -1.6382 -2.8 0.3 0.8 1.099
O 2.7060 3.0747 -0.2653 0.9 -0.6 -0.3 -0.558
H 4.1951 4.0099 -1.8137 0.0 0.0 0.6 0.369
H 3.5747 3.5346 -3.2642 -0.2 -0.2 -1.2 0.413
H 4.4306 2.3610 -2.2984 0.8 -0.8 -0.1 0.215
H 2.1740 1.7300 -1.9076 0.3 0.9 0.7 -0.109
H 1.6316 3.4254 -1.9766 0.7 -0.4 0.0 0.064
H 1.9008 2.9646 0.2200 -1.2 -0.2 0.6 0.346
C -0.3262 -5.3177 -0.1031 -1.8 2.6 2.7 -1.105
C 0.8391 -4.7167 -0.6949 1.7 -0.1 -3.6 0.192
O 1.4108 -3.7891 0.1169 -0.6 0.2 2.9 -0.579
H -0.5711 -6.1953 -0.5239 -1.0 -3.2 -1.8 0.660
H -1.2364 -4.6384 -0.1272 1.0 -0.6 0.0 0.102
H -0.1241 -5.5142 0.9360 0.0 -0.1 0.5 0.042
H 0.5176 -4.3040 -1.6924 0.5 0.0 0.5 0.092
H 1.6478 -5.4563 -0.9232 -0.7 -0.1 -0.1 0.346
H 1.7849 -3.0391 -0.2911 1.1 1.1 -1.3 0.310
C 1.1539 1.2107 2.4201 1.9 -2.3 2.0 -1.187
C -0.0949 1.7858 1.9529 -1.0 1.5 -0.5 0.747
O 0.2076 2.7555 0.9320 2.1 -2.3 0.0 -0.425
H 1.0570 0.6131 3.3963 0.0 1.0 -1.2 0.346
H 1.9345 1.9363 2.5023 0.3 0.9 0.7 0.509
H 1.6566 0.5046 1.7434 -0.8 -0.1 -0.3 -0.250
H -0.6690 2.3542 2.7486 0.5 -1.1 -0.6 0.326
H -0.6652 1.0037 1.4785 -0.8 -0.1 0.2 -0.491
H -0.4298 3.4204 1.0187 -1.8 2.3 -0.2 0.383
C -0.7351 -1.5187 -0.9110 2.9 0.0 1.4 -0.188
C -0.8832 -0.0672 -1.0334 -2.7 -0.9 -2.1 1.489
O -1.0109 0.1331 -2.4428 0.7 -1.6 -0.2 -0.750
H -1.5519 -2.0094 -1.3300 -1.1 -0.9 -1.2 0.960
H -0.6933 -1.8268 0.1104 0.0 -0.2 0.9 -0.476
H 0.2636 -1.7800 -1.3007 -0.8 -0.4 -0.3 -1.080
H -0.1770 0.6008 -0.7206 2.4 1.2 1.5 -0.124
H -1.8218 0.1866 -0.5799 -0.6 0.5 0.5 -0.198
H -1.3389 0.9951 -2.5001 -0.9 2.3 -0.7 0.482
```
Positions in Å, forces in eV/Å.

Calculated values
* spin multiplicity: 1
* ΔE to the lowest compared entry with this formula, charge and spin: 149.2 kcal per mole
* E: -1948.2639 a.u.
* total charge: 0
* LUMO level: 0.607 eV
* structure (SMILES): COCCNCCOC.COCCNCCOC.COCCNCCOC.CCO.CCO.CCO.CCO
* HOMO level: -8.58 eV


No. 3
Computed, not measured: C5H9O2Yb as an isolated structure, with ωB97M-V with the def2-TZVPD basis set.

The geometry in XYZ format:
```
17
Properties=species:S:1:pos:R:3:forces:R:3:mulliken_charge:R:1
C 2.4412 0.5507 -1.1955 0.4 0.3 -0.1 -0.687
O 1.0736 0.5619 -0.7683 0.7 0.6 0.0 -0.260
C 0.7824 1.3679 0.3218 -0.5 0.9 -1.2 -0.070
C -0.4764 1.3336 0.8044 3.1 -0.7 2.2 -0.368
O -1.3512 0.5161 0.1690 -0.4 0.7 0.4 -0.329
C -1.9218 -0.7058 0.8512 -0.4 -0.7 0.5 0.060
C -1.6117 -1.8870 -0.0343 -1.4 -1.5 2.3 -1.307
Yb -0.5467 -0.7378 -1.5016 0.5 0.5 -3.3 1.050
H 2.5775 -0.3498 -1.8010 0.1 0.2 0.1 0.256
H 2.6432 1.4434 -1.7988 0.0 -0.2 0.1 0.313
H 3.0980 0.5148 -0.3179 -0.1 0.0 -0.3 0.373
H 1.4633 2.2018 0.4907 0.2 -0.6 0.5 0.448
H -2.9885 -0.4758 0.9544 0.3 -0.1 0.0 0.269
H -1.4480 -0.7335 1.8407 -0.1 0.0 -0.3 0.285
H -2.5198 -2.3630 -0.4260 0.1 0.0 0.2 0.348
H -1.0072 -2.6423 0.4874 -0.3 0.1 0.0 0.292
H -0.2078 1.4047 1.9239 -2.4 0.6 -1.0 0.328
```
Positions in Å, forces in eV/Å.

Calculated values
* spin multiplicity: 1
* ΔE to the lowest compared entry with this formula, charge and spin: 24.6 kcal per mole
* E: -1504.7062 a.u.
* total charge: +1
* LUMO level (alpha / beta): -4.043 / -4.044 eV
* HOMO level (alpha / beta): -11.53 / -11.53 eV


No. 4
Computed, not measured: a 3-piece molecular cluster, C4H7N3O overall, with ωB97M-V with the def2-TZVPD basis set.

The geometry in XYZ format:
```
15
Properties=species:S:1:pos:R:3:forces:R:3:mulliken_charge:R:1
N 0.2445 -0.3394 -0.5903 -0.4 0.5 0.5 -0.546
C -0.9639 -2.0639 0.7559 -0.7 -0.9 0.8 0.281
C -0.2535 0.3542 0.3179 0.3 -1.0 -0.9 0.717
N -0.9435 -3.1760 0.0094 -0.1 -0.1 0.0 -0.349
C 1.3249 1.7979 -1.0859 0.6 1.0 -0.4 -0.415
C 1.1545 2.9727 -0.5363 0.0 0.1 0.1 -0.454
N -0.8748 1.0349 1.0862 -0.1 0.4 0.2 -0.523
O -1.5088 -1.8935 1.8149 0.2 0.0 -0.3 -0.512
H 1.1943 -0.6470 -0.4189 0.0 0.1 0.0 0.297
H -1.4688 -4.0017 0.2883 0.1 0.2 -0.1 0.240
H -0.5353 -3.1451 -0.9077 0.0 0.0 0.1 0.227
H -1.4177 0.5996 1.8260 0.1 -0.1 -0.1 0.310
H 1.8869 1.5090 -1.9660 0.0 -0.1 0.1 0.281
H 0.5228 3.1254 0.3370 0.1 -0.1 -0.1 0.202
H 1.6381 3.8728 -0.9303 0.0 -0.1 0.0 0.246
```
Positions in Å, forces in eV/Å.

Calculated values
* spin multiplicity: 1
* ΔE to the lowest compared entry with this formula, charge and spin: 143.7 kcal per mole
* E: -395.9194 a.u.
* total charge: 0
* LUMO level (alpha / beta): 0.669 / 0.148 eV
* HOMO level (alpha / beta): -7.73 / -7.83 eV


No. 5
Computed, not measured: C4H10N2O as an isolated structure, with ωB97M-V with the def2-TZVPD basis set.

The geometry in XYZ format:
```
17
Properties=species:S:1:pos:R:3:forces:R:3:mulliken_charge:R:1
C -0.7109 0.4306 0.1495 -0.4 -0.3 -0.3 0.192
C 0.6217 0.1491 -0.4403 1.1 0.0 1.0 -0.043
C 0.7475 -0.9721 -1.4565 -0.1 0.0 0.2 -1.292
N -1.3726 1.5968 -0.1523 0.2 -0.6 0.3 -0.426
N -1.4535 -0.6502 0.5430 0.5 0.7 -0.3 -0.430
C 1.2817 -0.1236 1.0547 -1.6 0.6 -1.0 -0.205
O 1.2302 -1.2967 1.4981 -0.1 -0.2 -0.1 -0.688
H 0.2523 0.6599 1.5373 0.6 -0.1 0.0 0.043
H 1.0619 1.0779 -0.8136 -0.1 0.0 0.0 0.475
H -2.3063 -0.4411 1.0451 0.2 -0.3 0.1 0.201
H -0.7912 2.3725 -0.4290 -0.1 -0.1 0.1 0.255
H -2.1877 1.8168 0.4031 0.1 0.2 -0.1 0.226
H -0.8492 -1.4039 0.8857 -0.2 0.1 0.2 0.284
H 2.1063 0.5704 1.2972 0.0 -0.1 -0.2 0.425
H 0.0790 -0.8259 -2.3070 0.0 0.0 0.0 0.351
H 1.7754 -1.0290 -1.8206 -0.1 0.0 0.0 0.365
H 0.5154 -1.9316 -0.9944 0.0 0.0 0.0 0.265
```
Positions in Å, forces in eV/Å.

Calculated values
* spin multiplicity: 1
* ΔE to the lowest compared entry with this formula, charge and spin: 80.4 kcal per mole
* E: -343.0733 a.u.
* total charge: 0
* LUMO level: 0.572 eV
* HOMO level: -7.70 eV